The following is a DFT calculation (ωB97M-V/def2-TZVPD) of a single C4H6 molecule at a distorted geometry.

## Properties
Molar mass (g mol⁻¹): 54.09
ΔE to the lowest compared entry with this formula, charge and spin (kcal/mol): 78.13
HOMO-LUMO gap (spin up / spin down) (Eh): 0.274 / 0.291

Positions of all 10 atoms, in Å:
1 C -1.04717 1.01021 0.06587
2 C -0.36468 -0.25228 0.45293
3 C 0.82347 -0.76413 0.02627
4 C 2.04490 -0.18908 -0.40542
5 H -1.76782 0.75684 -0.72800
6 H -0.36447 1.76790 -0.32696
7 H -1.64373 1.40429 0.89400
8 H -0.98090 -0.95473 1.01707
9 H 0.75013 -1.85431 0.07427
10 H 2.55027 -0.92471 -1.07004

The following is a DFT calculation (ωB97M-V/def2-TZVPD) of a single C4H4O2S2 molecule at a distorted geometry.

## Properties
Molar mass (g mol⁻¹): 148.21
SMILES string: O=C1S[C@@H](C=S)[C@H]1O
ΔE to the lowest compared entry with this formula, charge and spin (kcal/mol): 19.56
HOMO-LUMO gap (Eh): 0.311

Positions of all 12 atoms, in Å:
1 O -2.59627 -0.37331 -0.73481
2 C -1.55485 -0.52882 -0.19649
3 S -0.48750 -1.96216 -0.06477
4 C 0.59631 -0.54468 0.48605
5 C 1.65027 -0.30900 -0.52236
6 S 3.22355 -0.40859 -0.28759
7 C -0.55770 0.47349 0.44197
8 O -0.36093 1.70852 -0.18771
9 H 0.99241 -0.62031 1.48673
10 H 1.25646 -0.12301 -1.52865
11 H -0.91984 0.65846 1.44826
12 H -1.24189 2.02940 -0.34064

The following is a DFT calculation (ωB97M-V/def2-TZVPD) of a molecular structure, C33H56Br2ClFN9O4P2S3 at a distorted geometry.

## Properties
Molar mass (g mol⁻¹): 1015.28
HOMO-LUMO gap (Eh): 0.217
Total charge: +1

Positions of all 111 atoms, in Å:
1 C -0.90351 -3.53636 1.11321
2 C -0.89022 -4.02876 2.51834
3 Br -0.43153 -5.85833 2.60810
4 C -1.12491 -3.32961 3.63369
5 Br -0.95640 -4.20040 5.31081
6 C -1.45681 -1.88576 3.66878
7 S 0.27783 -1.07577 3.58841
8 C -1.99758 -1.14793 4.92895
9 C -3.04678 -1.77705 5.84287
10 C -2.70488 -1.47336 7.27456
11 O -2.90548 -2.20492 8.18582
12 F -2.10718 -0.28380 7.48996
13 N -2.24966 0.19892 4.33574
14 P -3.49995 1.26108 4.91990
15 S -4.77605 1.62375 3.52091
16 C -2.05233 0.10220 2.97856
17 N -1.72097 1.04286 2.15015
18 S -1.43808 2.69826 2.52448
19 C -0.07542 3.13175 1.48508
20 O -2.50392 3.55877 2.18172
21 O -0.94775 2.81848 3.85768
22 N -2.18254 -1.22960 2.58925
23 P -3.63838 -1.87617 1.90487
24 O -3.99273 -0.60217 0.97326
25 Cl -5.16156 -1.90792 3.31359
26 H -0.23305 -4.11585 0.50294
27 H -0.62709 -2.48969 0.95188
28 H -1.90219 -3.62584 0.70323
29 H 0.65567 -1.46278 2.36631
30 H -1.10364 -1.06990 5.53499
31 H -4.05216 -1.39814 5.70835
32 H -3.09220 -2.84955 5.79086
33 H -4.04722 0.70927 6.07878
34 H -2.92393 2.47360 5.29168
35 H -1.58341 0.76446 1.17710
36 H 0.39036 3.98472 1.95013
37 H 0.62986 2.31252 1.59018
38 H -0.37171 3.28573 0.45980
39 H -4.42582 -0.99498 0.20649
40 C -4.03434 5.33313 -1.12893
41 C -2.87332 4.37038 -0.93079
42 C -2.06588 4.13863 -2.21711
43 C -2.88548 3.55855 -3.28212
44 N -3.56158 3.12404 -4.12732
45 H -4.75487 4.94145 -1.84845
46 H -4.56380 5.49142 -0.18959
47 H -3.68327 6.30226 -1.48640
48 H -3.26153 3.41677 -0.56217
49 H -2.21145 4.76876 -0.15582
50 H -1.23619 3.45113 -2.02171
51 H -1.64358 5.08825 -2.56423
52 C 3.11647 3.74659 3.63787
53 C 4.26206 2.75490 3.79228
54 C 5.05696 2.59412 2.48897
55 C 4.23090 2.10139 1.38886
56 N 3.58601 1.70443 0.51880
57 H 2.39092 3.39766 2.90365
58 H 2.58668 3.88063 4.58018
59 H 3.48799 4.72130 3.31792
60 H 3.86753 1.79067 4.11690
61 H 4.93907 3.09878 4.57376
62 H 5.88457 1.89859 2.62507
63 H 5.47163 3.55829 2.19276
64 C -7.75683 -0.27310 -4.05137
65 C -6.55960 -1.02996 -4.61531
66 C -5.27869 -0.81752 -3.79772
67 C -4.90811 0.59718 -3.77569
68 N -4.59013 1.71547 -3.76733
69 H -7.59380 0.80486 -4.06927
70 H -8.64728 -0.47678 -4.64356
71 H -7.96126 -0.57099 -3.02134
72 H -6.38965 -0.71714 -5.64600
73 H -6.78570 -2.09654 -4.63785
74 H -4.45663 -1.39052 -4.23065
75 H -5.42141 -1.15363 -2.76962
76 C -1.15132 -0.90198 -3.65005
77 C -0.59764 0.46298 -3.26111
78 C 0.48573 0.37387 -2.17640
79 C -0.04224 -0.21967 -0.95588
80 N -0.46101 -0.69008 0.01321
81 H -1.64418 -1.39243 -2.80714
82 H -1.88846 -0.79483 -4.44282
83 H -0.36128 -1.56161 -4.01075
84 H -1.41577 1.10006 -2.91670
85 H -0.17041 0.94381 -4.14027
86 H 0.86994 1.36564 -1.93392
87 H 1.32431 -0.23540 -2.51769
88 C 3.78570 -1.79033 -0.59052
89 C 4.29785 -3.20247 -0.34818
90 C 4.33656 -4.03406 -1.63664
91 C 3.00399 -4.14884 -2.22214
92 N 1.94981 -4.21690 -2.68458
93 H 2.75726 -1.80587 -0.95407
94 H 3.79615 -1.20973 0.33206
95 H 4.40107 -1.26981 -1.31779
96 H 3.66209 -3.69474 0.39210
97 H 5.30169 -3.15917 0.07371
98 H 4.71646 -5.03548 -1.43416
99 H 4.99309 -3.56495 -2.36690
100 C 9.25325 -0.92988 -4.60295
101 C 8.54713 -2.26962 -4.77513
102 C 7.04677 -2.19748 -4.46232
103 C 6.82311 -1.78596 -3.07875
104 N 6.65175 -1.45333 -1.98784
105 H 9.20176 -0.58062 -3.57110
106 H 10.30647 -1.01973 -4.86373
107 H 8.81057 -0.16689 -5.24515
108 H 9.01958 -3.01058 -4.12884
109 H 8.67344 -2.61393 -5.80189
110 H 6.58115 -3.17235 -4.61241
111 H 6.55258 -1.48280 -5.12135